No. 1
A cluster of 8 separate species, C27H40Cl3F15N2O12 in total in a non-equilibrium geometry, computed with ωB97M-V with the def2-TZVPD basis set.

XYZ file:
```
99
Properties=species:S:1:pos:R:3
C -14.592 -25.919 -21.198
C -15.263 -25.084 -20.014
O -14.290 -24.318 -19.293
C -14.614 -23.049 -18.770
O -15.708 -22.472 -18.871
C -13.421 -22.377 -17.990
F -12.222 -22.883 -18.276
F -13.265 -21.098 -18.249
F -13.640 -22.624 -16.733
H -13.827 -25.254 -21.600
H -15.200 -25.963 -22.102
H -14.168 -26.880 -20.905
H -15.875 -25.730 -19.384
H -15.974 -24.395 -20.471
C -28.180 -17.780 -8.953
C -27.424 -17.998 -10.316
O -27.603 -16.800 -11.046
C -27.241 -16.766 -12.320
O -26.362 -17.536 -12.814
C -27.997 -15.689 -13.088
F -27.364 -14.542 -13.064
F -28.101 -16.132 -14.353
F -29.299 -15.548 -12.590
H -28.146 -16.736 -8.638
H -27.665 -18.366 -8.192
H -29.211 -18.123 -9.032
H -27.640 -18.920 -10.855
H -26.366 -17.935 -10.062
C -21.304 -13.460 -27.109
C -21.189 -14.568 -26.071
O -21.657 -14.039 -24.778
C -21.883 -14.833 -23.677
O -21.986 -16.053 -23.775
C -22.179 -14.090 -22.367
F -21.870 -12.748 -22.471
F -23.468 -14.273 -22.086
F -21.464 -14.641 -21.408
H -21.757 -12.607 -26.604
H -22.011 -13.749 -27.886
H -20.346 -13.170 -27.542
H -20.170 -14.858 -25.815
H -21.544 -15.494 -26.523
C -21.021 -23.860 -12.624
C -22.446 -23.511 -12.108
O -22.850 -24.386 -11.134
C -23.775 -25.383 -11.334
O -24.022 -25.851 -12.445
C -24.393 -26.001 -9.984
F -25.649 -26.488 -10.073
F -23.672 -26.996 -9.640
F -24.376 -25.052 -8.999
H -20.974 -24.887 -12.985
H -20.377 -23.629 -11.776
H -20.648 -23.254 -13.449
H -23.155 -23.621 -12.929
H -22.443 -22.516 -11.663
C -19.336 -33.791 -22.334
C -18.965 -33.696 -23.772
O -17.902 -34.566 -24.108
C -18.177 -35.859 -24.554
O -19.233 -36.426 -24.711
C -16.872 -36.631 -24.886
F -16.882 -37.836 -24.471
F -16.499 -36.612 -26.199
F -15.825 -36.005 -24.273
H -20.226 -33.177 -22.198
H -18.536 -33.519 -21.646
H -19.674 -34.819 -22.201
H -18.696 -32.676 -24.046
H -19.802 -33.974 -24.413
Cl -16.845 -19.901 -26.733
C -16.113 -20.135 -25.054
Cl -15.560 -18.571 -24.393
Cl -14.808 -21.312 -25.072
H -16.830 -20.516 -24.327
C -24.645 -22.975 -18.508
N -23.669 -23.685 -19.316
C -22.736 -22.875 -20.208
C -23.347 -24.976 -19.069
O -22.391 -25.537 -19.599
H -24.227 -22.095 -18.020
H -25.167 -23.505 -17.711
H -25.303 -22.576 -19.279
H -21.922 -22.374 -19.684
H -22.175 -23.511 -20.893
H -23.380 -22.209 -20.783
H -24.111 -25.426 -18.417
C -31.450 -18.404 -24.118
N -30.255 -18.572 -23.286
C -30.523 -18.883 -21.878
C -29.009 -18.454 -23.814
O -28.816 -18.134 -25.032
H -32.136 -17.630 -23.773
H -31.999 -19.320 -24.331
H -31.229 -17.971 -25.094
H -31.387 -18.283 -21.592
H -30.791 -19.931 -21.746
H -29.671 -18.645 -21.242
H -28.306 -18.697 -23.002
```

energy above the lowest of the compared OMol25 structures with the same formula, charge and spin = 4.757 eV
E_tot = -134524.485 eV
HOMO level = -0.3442 hartree
SMILES string = CCOC(=O)C(F)(F)F.CCOC(=O)C(F)(F)F.CCOC(=O)C(F)(F)F.CCOC(=O)C(F)(F)F.CCOC(=O)C(F)(F)F.ClC(Cl)Cl.CN(C)C=O.CN(C)C=O
frontier orbital gap = 9.6 eV

Atom charges from the Mulliken analysis, given in e for atoms 1 to 4: -1.055 -0.320 -0.243 0.436

---

No. 2
A structure of composition C27H40I2N5O4P2Tc, computed with ωB97M-V with the def2-TZVPD basis set.

XYZ file:
```
81
Properties=species:S:1:pos:R:3
Tc -0.578 0.331 -0.024
I 0.168 2.153 -2.023
C 2.220 1.974 -2.721
I 3.476 0.471 -2.011
H 2.618 2.942 -2.442
H 2.076 1.876 -3.790
C -2.701 0.362 -2.993
P -2.741 0.034 -1.211
C -3.355 -1.664 -1.107
C -3.918 1.170 -0.482
C -5.249 1.111 -0.914
C -6.175 2.018 -0.437
C -5.769 2.992 0.475
C -4.455 3.044 0.899
C -3.494 2.138 0.433
P -1.764 2.304 1.035
C -1.409 4.009 0.503
C -2.001 2.219 2.837
H -3.656 0.039 -3.412
H -1.898 -0.184 -3.490
H -2.583 1.427 -3.182
H -4.406 -1.662 -1.402
H -3.264 -2.082 -0.107
H -2.804 -2.298 -1.801
H -5.574 0.362 -1.626
H -7.203 1.973 -0.768
H -6.488 3.708 0.849
H -4.177 3.813 1.612
H -1.627 4.669 1.344
H -2.053 4.273 -0.333
H -0.364 4.141 0.246
H -3.056 2.093 3.068
H -1.627 3.144 3.273
H -1.425 1.404 3.269
C 3.675 -3.754 -2.568
C 2.372 -4.166 -1.912
N 1.332 -3.100 -1.997
C 0.587 -3.033 -3.273
C 1.041 -1.903 -4.183
C 1.130 -2.246 -1.023
C 1.950 -2.350 0.222
N 0.181 -1.288 -1.109
H 4.432 -4.513 -2.378
H 4.044 -2.807 -2.170
H 3.577 -3.656 -3.648
H 2.508 -4.439 -0.869
H 1.938 -5.038 -2.400
H -0.483 -2.978 -3.046
H 0.729 -3.998 -3.755
H 0.945 -0.921 -3.711
H 0.442 -1.907 -5.093
H 2.084 -2.024 -4.468
H 1.667 -3.242 0.787
H 1.824 -1.458 0.821
H 3.013 -2.443 -0.002
H -0.296 -1.355 -2.002
N -0.518 -1.435 2.415
C -1.200 -1.991 3.418
C -2.534 -1.668 3.249
C -2.573 -0.895 2.102
N -1.340 -0.757 1.579
H 0.478 -1.428 2.257
H -0.695 -2.565 4.177
H -3.358 -1.953 3.879
H -3.417 -0.420 1.629
O 0.531 2.616 1.959
C 1.341 1.735 1.778
O 1.030 0.668 1.000
C 2.706 1.698 2.326
C 3.147 2.663 3.235
C 4.447 2.612 3.717
C 5.322 1.617 3.287
C 4.854 0.687 2.378
C 3.569 0.696 1.905
N 5.748 -0.365 1.850
O 6.890 -0.369 2.211
O 5.254 -1.149 1.049
H 2.474 3.446 3.558
H 4.791 3.354 4.423
H 6.345 1.571 3.635
H 3.273 -0.050 1.194
```

energy above the lowest of the compared OMol25 structures with the same formula, charge and spin = 0.102 eV
E_tot = -81240.823 eV
net charge = +3
HOMO level (alpha / beta) = -0.6231 / -0.6230 hartree
spin multiplicity = 4
frontier orbital gap (alpha / beta) = 7.8 / 6.2 eV

Atom charges from the Mulliken analysis, given in e for atoms 1 to 4: -0.048 0.307 -1.118 0.223

---

No. 3
A structure of composition C27H41As2N2O9PdSSi2, computed with ωB97M-V with the def2-TZVPD basis set.

XYZ file:
```
85
Properties=species:S:1:pos:R:3
Pd 0.258 -0.605 -0.506
O 1.559 -0.951 1.372
N 2.286 -0.016 1.838
C 3.408 -0.344 2.530
C 4.181 0.640 3.081
C 3.822 1.991 2.937
C 2.692 2.317 2.238
C 1.910 1.305 1.651
S 0.571 1.602 0.672
H 3.610 -1.402 2.591
H 5.068 0.357 3.633
H 4.441 2.767 3.366
H 2.383 3.345 2.098
N -0.649 -3.048 -2.203
C -0.301 -2.106 -1.623
C -5.204 -1.411 -0.456
O -3.899 -1.831 0.005
C -3.884 -3.028 0.609
O -4.875 -3.671 0.820
C -2.497 -3.449 1.007
C -2.274 -4.757 1.151
As -0.652 -5.735 1.724
C -0.544 -6.914 0.180
C 0.545 -4.242 1.359
C 0.150 -3.048 2.062
As -1.244 -1.961 1.205
C -2.103 -0.917 2.588
C 0.490 -2.803 3.474
O 0.342 -1.740 4.036
O 1.029 -3.877 4.058
C 1.352 -3.743 5.456
C 1.658 -4.448 0.424
O 2.064 -5.545 0.123
O 2.172 -3.307 -0.055
C 3.150 -3.464 -1.105
C -3.336 -5.753 0.700
O -3.403 -6.026 -0.461
O -4.046 -6.406 1.622
C -4.060 -5.921 2.977
H -5.082 -0.396 -0.816
H -5.921 -1.450 0.359
H -5.535 -2.066 -1.257
H -1.371 -7.618 0.264
H 0.399 -7.441 0.228
H -0.629 -6.363 -0.752
H -2.376 -1.569 3.411
H -2.984 -0.459 2.146
H -1.413 -0.157 2.939
H 2.000 -4.579 5.691
H 0.445 -3.794 6.051
H 1.853 -2.801 5.648
H 3.611 -2.488 -1.228
H 2.652 -3.764 -2.024
H 3.890 -4.207 -0.836
H -4.821 -6.498 3.488
H -4.331 -4.867 3.002
H -3.103 -6.078 3.465
C 2.472 0.776 -4.290
Si 1.956 1.089 -2.528
C 2.000 2.923 -2.193
C 3.260 0.277 -1.413
C 0.249 0.246 -2.409
Si -1.434 1.161 -2.495
C -2.405 0.310 -3.829
C -1.266 2.979 -2.867
C -2.458 1.028 -0.934
H 3.400 1.321 -4.504
H 1.715 1.109 -5.009
H 2.654 -0.290 -4.457
H 3.054 3.223 -2.179
H 1.551 3.225 -1.243
H 1.504 3.484 -2.990
H 4.050 -0.153 -2.037
H 2.867 -0.530 -0.792
H 3.729 1.021 -0.758
H 0.224 -0.508 -3.192
H -1.908 0.399 -4.801
H -3.401 0.757 -3.922
H -2.524 -0.754 -3.603
H -0.707 3.154 -3.793
H -0.788 3.542 -2.061
H -2.275 3.383 -3.008
H -2.724 -0.008 -0.751
H -3.382 1.600 -1.088
H -1.987 1.433 -0.038
```

energy above the lowest of the compared OMol25 structures with the same formula, charge and spin = 0.344 eV
E_tot = -201807.911 eV
net charge = +1
HOMO level (alpha / beta) = -0.4005 / -0.4271 hartree
spin multiplicity = 5
frontier orbital gap (alpha / beta) = 7.4 / 5.2 eV

Atom charges from the Mulliken analysis, given in e for atoms 1 to 4: 1.404 0.282 0.465 -0.350

---

No. 4
A cluster of 14 separate species, C27H41BCl39NO8 in total, computed with ωB97M-V with the def2-TZVPD basis set.

XYZ file:
```
117
Properties=species:S:1:pos:R:3
C 1.261 3.147 2.419
O 1.181 1.859 1.840
C -0.145 1.421 1.534
B -0.987 1.034 2.842
O -0.874 -0.219 3.410
O -1.840 1.928 3.425
C -0.081 0.242 0.549
C 1.148 -0.654 0.745
C 0.777 -2.109 0.976
C -0.147 -2.800 0.068
O 1.248 -3.077 0.054
O -0.075 0.773 -0.787
C -1.281 0.726 -1.452
O -1.965 1.929 -1.417
C -2.976 1.964 -0.413
C -4.266 1.270 -0.831
C -4.946 2.057 -1.950
C -5.165 1.168 0.420
C -5.322 -0.260 0.955
C -5.795 -1.256 -0.121
C -4.037 -0.746 1.637
O -1.003 0.484 -2.815
N -1.046 -0.924 -3.040
O -0.288 -1.238 -3.863
H 2.012 3.726 1.879
H 1.557 3.079 3.469
H 0.311 3.686 2.360
H -0.645 2.230 0.982
H -1.681 -0.738 3.370
H -1.979 2.699 2.870
H -0.992 -0.351 0.696
H 1.700 -0.324 1.620
H 1.772 -0.622 -0.146
H 0.749 -2.427 2.024
H -0.761 -3.574 0.515
H -0.509 -2.294 -0.820
H -1.907 -0.094 -1.070
H -3.170 3.020 -0.224
H -2.619 1.529 0.529
H -4.028 0.266 -1.198
H -4.986 3.117 -1.684
H -4.397 1.981 -2.890
H -5.975 1.726 -2.099
H -6.140 1.626 0.241
H -4.711 1.763 1.223
H -6.083 -0.234 1.735
H -6.627 -1.855 0.255
H -5.011 -1.970 -0.383
H -6.136 -0.756 -1.028
H -3.605 0.039 2.266
H -3.298 -1.093 0.907
H -4.259 -1.593 2.292
C -7.768 -1.021 4.628
Cl -6.897 0.466 4.251
Cl -9.482 -0.862 4.254
Cl -7.060 -2.391 3.770
H -7.671 -1.208 5.690
C 2.934 0.742 -2.819
Cl 2.851 1.804 -1.423
Cl 3.104 1.662 -4.317
Cl 4.256 -0.416 -2.641
H 2.005 0.186 -2.877
C 3.876 -2.674 -5.397
Cl 2.241 -2.085 -5.121
Cl 4.370 -3.748 -4.082
Cl 4.021 -3.467 -6.964
H 4.538 -1.817 -5.390
C 8.569 -3.427 -6.719
Cl 8.118 -3.117 -8.398
Cl 7.144 -3.512 -5.691
Cl 9.530 -4.900 -6.587
H 9.179 -2.600 -6.379
C 9.526 -0.850 -2.869
Cl 9.414 0.820 -2.315
Cl 7.932 -1.531 -3.156
Cl 10.537 -0.959 -4.314
H 9.998 -1.430 -2.085
C -6.828 -3.347 8.325
Cl -7.495 -4.218 6.944
Cl -5.073 -3.433 8.343
Cl -7.374 -1.664 8.340
H -7.195 -3.814 9.229
C 9.367 -2.377 1.187
Cl 10.772 -2.422 2.252
Cl 9.067 -0.746 0.600
Cl 9.566 -3.504 -0.160
H 8.504 -2.695 1.757
C -3.769 -0.441 -6.098
Cl -4.139 -2.012 -6.803
Cl -4.972 0.764 -6.550
Cl -3.636 -0.556 -4.340
H -2.809 -0.120 -6.482
C -7.663 4.074 -5.599
Cl -9.194 4.561 -4.873
Cl -6.744 3.038 -4.512
Cl -7.925 3.274 -7.150
H -7.081 4.968 -5.781
C -3.155 6.363 0.482
Cl -4.779 6.992 0.725
Cl -2.720 5.254 1.797
Cl -2.999 5.593 -1.092
H -2.461 7.192 0.521
C 7.786 1.329 4.522
Cl 8.786 2.742 4.191
Cl 6.159 1.539 3.876
Cl 8.534 -0.132 3.876
H 7.708 1.219 5.596
C -4.815 -3.739 12.339
Cl -3.903 -2.280 11.970
Cl -6.530 -3.522 11.958
Cl -4.148 -5.136 11.501
H -4.743 -3.922 13.403
C 13.762 1.748 -5.878
Cl 12.468 1.925 -4.698
Cl 15.198 1.036 -5.143
Cl 13.222 0.789 -7.259
H 14.027 2.733 -6.241
```

E_tot = -535581.997 eV
HOMO level = -0.3507 hartree
frontier orbital gap = 9.3 eV

Atom charges from the Mulliken analysis, given in e for atoms 1 to 4: -0.703 -0.356 -1.227 0.815

---

Among the records above, which one has the highest E_tot? C27H40I2N5O4P2Tc